Record 1
The following is a DFT calculation (ωB97M-V/def2-TZVPD) of an isolated ion of composition C5H10O2 and charge +1 in a non-equilibrium geometry.

Computed properties:
Energy above the lowest of the compared OMol25 structures with the same formula, charge and spin   42.7 kcal per mole
Charge   +1
Calculated total energy   -9431.248 eV
HOMO-LUMO gap (spin up / spin down)   0.3147 / 0.1781 hartree
<S²>   0.76
Multiplicity   2

CARTESIAN COORDINATES (ANGSTROEM)
C: -0.6420 1.1498 -0.9961
O: 0.5195 1.1645 -1.8377
C: -1.0515 -0.2837 -0.6389
C: 0.1219 -1.1676 -0.1079
C: 1.0494 -0.3614 0.8003
C: 0.4576 0.1966 2.1052
O: -0.5647 -0.3124 2.4639
H: -1.4404 1.7218 -1.4483
H: -0.3567 1.6702 -0.0573
H: 0.3732 0.4386 -2.4453
H: -1.2273 -0.6935 -1.6471
H: -1.8516 -0.1946 0.0974
H: 0.6577 -1.4559 -1.0126
H: -0.3265 -2.0441 0.3422
H: 1.5864 0.4738 0.3423
H: 1.6769 -1.1532 1.2467
H: 1.0182 0.8513 2.7931

Atomic partial charges in e from the Mulliken method, atoms 1 to 6: -0.4856, -0.4815, -0.6687, -0.6088, -0.3424, 0.1320

***

Record 2
The following is a DFT calculation (ωB97M-V/def2-TZVPD) of a 2-piece molecular cluster, C5H10O3 overall in a non-equilibrium geometry.

Computed properties:
Energy above the lowest of the compared OMol25 structures with the same formula, charge and spin   105.1 kcal per mole
Charge   0
Calculated total energy   -11485.630 eV
HOMO-LUMO gap   0.3696 hartree
Structure (SMILES)   CC(=O)OO.C=CC

CARTESIAN COORDINATES (ANGSTROEM)
C: -2.4354 -0.0423 -0.3585
C: -1.2759 0.9057 -0.3885
O: -1.3227 2.0925 -0.1069
O: -0.2938 0.4434 -1.4169
O: 0.4544 1.5921 -1.9072
H: -3.1295 0.2645 0.4281
H: -2.0771 -1.0506 -0.1432
H: -2.9578 -0.0279 -1.3171
H: 0.1666 2.2676 -1.2551
C: 1.9630 0.4551 1.2567
C: 1.0385 -0.3791 0.7815
C: 1.2657 -1.7570 0.2631
H: 3.0132 0.1836 1.2611
H: 1.6848 1.4163 1.6754
H: -0.0730 -0.0213 0.8681
H: 0.8972 -2.5120 0.9625
H: 0.7506 -1.8976 -0.6904
H: 2.3313 -1.9330 0.0873

Atomic partial charges in e from the Mulliken method, atoms 1 to 6: -0.9939, 0.7066, -0.5982, -0.1643, -0.3347, 0.3375

***

Record 3
The following is a DFT calculation (ωB97M-V/def2-TZVPD) of an isolated molecule of C5H10O3 in a non-equilibrium geometry.

Computed properties:
Energy above the lowest of the compared OMol25 structures with the same formula, charge and spin   102.2 kcal per mole
Charge   0
Calculated total energy   -11485.757 eV
HOMO-LUMO gap   0.3439 hartree
Structure (SMILES)   C=C(OC)OCCO

CARTESIAN COORDINATES (ANGSTROEM)
C: -1.4439 0.8351 0.8574
C: -0.7454 0.1116 -0.0424
O: 0.0021 0.5644 -1.1027
C: -0.3222 1.8422 -1.6208
O: -1.1171 -1.2174 -0.1917
C: 0.0401 -1.9694 -0.2687
C: 1.0823 -1.1813 1.0180
O: 1.5347 0.1310 1.2238
H: -1.1865 1.8580 1.0712
H: -2.1318 0.3415 1.5184
H: -0.1275 2.6132 -0.8644
H: 0.3193 1.9813 -2.4872
H: -1.3665 1.8996 -1.9432
H: 0.6208 -1.7442 -1.1601
H: -0.1835 -3.0075 -0.0411
H: 1.9590 -1.8271 0.8729
H: 0.5830 -1.5177 1.9300
H: 2.4832 0.2866 1.2305

Atomic partial charges in e from the Mulliken method, atoms 1 to 6: -0.8612, 0.6543, -0.3008, -0.7991, -0.4131, -0.5258

***

Record 4
The following is a DFT calculation (ωB97M-V/def2-TZVPD) of C5H10O3Pm as an isolated structure in a non-equilibrium geometry.

Computed properties:
Energy above the lowest of the compared OMol25 structures with the same formula, charge and spin   0.0 kcal per mole
Charge   +1
Calculated total energy   -28034.594 eV
HOMO-LUMO gap (spin up / spin down)   0.2342 / 0.2394 hartree
<S²>   6.01
Multiplicity   5

CARTESIAN COORDINATES (ANGSTROEM)
C: 2.4221 0.6661 0.4760
O: 1.7421 1.8095 0.0604
C: 2.1559 -0.5188 -0.4611
O: 0.7714 -0.5655 -0.7727
C: -0.2840 -1.3932 -0.1064
C: -1.2382 -0.5988 0.6939
O: -1.7071 0.5160 -0.1770
C: -3.0900 0.7739 -0.1647
Pm: 0.0311 1.5385 -0.7097
H: 2.1272 0.3712 1.5048
H: 3.5179 0.8242 0.4993
H: 2.4818 -1.4755 -0.0242
H: 2.6699 -0.3544 -1.4209
H: 0.2380 -2.1239 0.5272
H: -0.7562 -1.8812 -0.9711
H: -0.7311 -0.1079 1.5472
H: -3.3267 1.4622 -0.9869
H: -3.6381 -0.1685 -0.3074
H: -3.3861 1.2262 0.7934

Atomic partial charges in e from the Mulliken method, atoms 1 to 6: -0.3540, -0.5587, -0.3673, -0.3683, -0.0687, -0.9758

***

Record 5
The following is a DFT calculation (ωB97M-V/def2-TZVPD) of C5H10O3Pt as an isolated structure in a non-equilibrium geometry.

Computed properties:
Energy above the lowest of the compared OMol25 structures with the same formula, charge and spin   35.7 kcal per mole
Charge   +1
Calculated total energy   -14722.087 eV
HOMO-LUMO gap (spin up / spin down)   0.3027 / 0.2768 hartree
<S²>   3.77
Multiplicity   4

CARTESIAN COORDINATES (ANGSTROEM)
O: -2.0447 1.4988 -0.3753
C: -1.2984 2.2411 0.3348
C: -0.0980 1.6497 0.8713
O: 0.2532 0.6020 0.1054
C: 1.5315 0.1290 -0.3179
C: 1.3926 -1.3725 -0.4063
O: 0.1249 -1.6711 -0.9877
C: -0.0103 -3.0301 -1.4018
Pt: -1.3607 -0.5075 -0.3984
H: -1.6482 3.2008 0.7351
H: 0.7527 2.2741 1.1621
H: 2.3025 0.4188 0.4050
H: 1.6913 0.5759 -1.3075
H: 1.4458 -1.8354 0.5904
H: 2.2009 -1.7756 -1.0321
H: -1.0343 -3.1601 -1.7657
H: 0.6949 -3.2384 -2.2168
H: 0.1822 -3.7043 -0.5556
H: -1.4090 -0.2820 1.3829

Atomic partial charges in e from the Mulliken method, atoms 1 to 6: -0.4315, 0.2671, -0.2968, -0.5650, -0.3854, -0.4649

***

Record 6
The following is a DFT calculation (ωB97M-V/def2-TZVPD) of an isolated molecule of C5H10O3S in a non-equilibrium geometry.

Computed properties:
Energy above the lowest of the compared OMol25 structures with the same formula, charge and spin   100.6 kcal per mole
Charge   0
Calculated total energy   -22320.496 eV
HOMO-LUMO gap   0.2898 hartree

CARTESIAN COORDINATES (ANGSTROEM)
C: 1.4104 -0.4783 -0.7200
C: 0.1852 -0.5245 0.2528
C: 1.5064 0.8790 1.4820
C: -1.0727 0.2955 -0.2308
C: -2.2521 -0.5180 -0.9570
O: 1.0453 1.9994 2.0217
O: 2.0975 -0.0414 2.3387
O: -1.7267 -0.8097 -2.3183
S: 2.1197 1.0689 -0.2413
H: 2.2063 -1.1739 -0.4847
H: 1.0879 -0.6350 -1.7812
H: 0.0106 -1.5108 0.7154
H: -0.6779 1.0218 -1.0330
H: -1.5986 0.7723 0.6158
H: -2.6789 -1.4660 -0.4484
H: -3.1569 0.0307 -1.0034
H: 1.0637 1.8322 2.8978
H: 2.2844 -0.8318 1.6783
H: -1.8537 0.0896 -2.7845

Atomic partial charges in e from the Mulliken method, atoms 1 to 6: -0.6139, -0.3832, 0.5967, -0.4581, -0.5956, -0.3861

***

Record 7
The following is a DFT calculation (ωB97M-V/def2-TZVPD) of C5H10O3Sm as an isolated structure in a non-equilibrium geometry.

Computed properties:
Energy above the lowest of the compared OMol25 structures with the same formula, charge and spin   60.5 kcal per mole
Charge   0
Calculated total energy   -29388.605 eV
HOMO-LUMO gap (spin up / spin down)   0.2028 / 0.2356 hartree
<S²>   12.01
Multiplicity   7

CARTESIAN COORDINATES (ANGSTROEM)
C: 0.3114 -1.0332 -1.8565
O: 1.1020 -1.6513 -0.8016
C: 0.5059 -1.7153 0.4605
C: 0.8977 -0.5714 1.3765
O: 0.3247 0.6643 0.9417
C: 0.4998 1.7298 1.8642
H: 0.9834 -0.9959 -2.7311
H: -0.5496 -1.7013 -2.0619
H: 0.8451 -2.6397 0.9522
H: -0.5971 -1.7557 0.3876
H: 1.9934 -0.4644 1.4186
H: 0.5287 -0.7856 2.3920
H: 0.0221 2.6196 1.4396
H: 0.0201 1.4790 2.8205
H: 1.5713 1.9139 2.0293
Sm: -0.3038 1.1222 -1.2636
O: -2.6943 1.2233 -1.3980
C: -2.3132 1.2426 -2.6138
H: -3.1477 1.3193 -3.3564

Atomic partial charges in e from the Mulliken method, atoms 1 to 6: -0.8763, -0.3976, -0.5892, -0.3873, -0.1976, -0.7253

***

Record 8
The following is a DFT calculation (ωB97M-V/def2-TZVPD) of an isolated molecule of C5H10O4.

Computed properties:
Energy above the lowest of the compared OMol25 structures with the same formula, charge and spin   34.9 kcal per mole
Charge   0
Calculated total energy   -13536.377 eV
HOMO-LUMO gap   0.3708 hartree
Structure (SMILES)   C=C(O)C[C@H](O)C(O)O

CARTESIAN COORDINATES (ANGSTROEM)
C: -1.9635 -1.0723 0.7036
C: -1.3121 -0.0602 0.1367
O: -1.4767 0.2734 -1.1849
C: -0.3492 0.8244 0.8758
C: 1.1354 0.8729 0.3927
O: 1.3894 1.9843 -0.4208
C: 1.6093 -0.4057 -0.3498
O: 1.2095 -0.3680 -1.6894
O: 1.2570 -1.5835 0.3027
H: -1.8196 -1.3190 1.7380
H: -2.6656 -1.6772 0.1562
H: -2.1824 -0.2612 -1.5795
H: -0.3559 0.5178 1.9236
H: -0.7148 1.8561 0.8186
H: 1.7577 1.0043 1.2834
H: 1.2349 1.7153 -1.3500
H: 2.7067 -0.4144 -0.3854
H: 0.2463 -0.2531 -1.7427
H: 0.2936 -1.6337 0.3713

Atomic partial charges in e from the Mulliken method, atoms 1 to 6: -0.9732, 0.4513, -0.5110, -0.6685, 0.1092, -0.5749